[1]
Computed, not measured: a cluster of 3 separate species, C3HNO3 in total, with the ωB97M-V functional and the def2-TZVPD basis.

Last column: Löwdin charge in e.
Atoms and positions in Å:
1 C -1.959 0.086 0.963  0.0302
2 C 0.284 0.942 -0.938  -0.0464
3 C 1.773 -1.173 -0.406  -0.5079
4 N -1.645 0.174 -0.146  0.0646
5 O 0.211 2.009 -0.567  0.0682
6 O 1.192 -1.170 0.589  0.1686
7 O 2.366 -1.142 -1.385  0.2049
8 H -2.221 0.273 1.889  0.0178

Cartesian forces (eV/Å) of the 3 atoms listed first:
1.503 0.162 -5.607
0.946 1.169 -0.486
-0.166 0.159 0.365

Total charge = 0
Energy relative to the best compared isomer or geometry (same formula, charge and spin) = 19.9 kJ/mol

***

[2]
Computed, not measured: a cluster of 12 separate species, C19H62O12 in total, with the ωB97M-V functional and the def2-TZVPD basis.

Last column: Löwdin charge in e.
Atoms and positions in Å:
1 C -4.166 1.489 -2.732  -0.0764
2 C -2.661 1.132 -2.840  -0.2209
3 O -2.430 -0.082 -2.024  -0.1474
4 H -4.807 0.705 -3.102  0.0708
5 H -4.374 2.335 -3.407  0.0788
6 H -4.434 1.778 -1.725  0.0566
7 H -2.052 1.945 -2.461  0.0953
8 H -2.465 0.916 -3.911  0.1129
9 H -1.472 -0.060 -1.799  0.0193
10 C 0.845 -2.994 -3.540  -0.0617
11 C -0.118 -1.843 -3.826  -0.2890
12 O -0.512 -1.967 -5.217  -0.0670
13 H 1.388 -2.879 -2.563  0.0732
14 H 1.573 -3.072 -4.334  0.0708
15 H 0.326 -3.944 -3.487  0.0715
16 H 0.372 -0.895 -3.573  0.0798
17 H -0.995 -1.875 -3.217  0.0863
18 H -1.352 -1.547 -5.337  0.0583
19 C -0.823 3.500 -0.157  -0.0827
20 C 0.213 4.229 0.669  -0.3127
21 O 1.160 4.988 -0.088  -0.0814
22 H -1.375 4.223 -0.760  0.0811
23 H -1.510 2.979 0.530  0.0745
24 H -0.322 2.816 -0.839  0.0555
25 H 0.780 3.614 1.345  0.0866
26 H -0.286 4.900 1.366  0.1066
27 H 0.800 5.195 -0.955  0.0756
28 C 2.766 1.925 -3.859  -0.0652
29 C 2.970 0.424 -3.732  -0.2575
30 O 2.497 0.013 -2.416  -0.1260
31 H 3.427 2.518 -3.170  0.0852
32 H 1.710 2.092 -3.610  0.0772
33 H 2.986 2.153 -4.901  0.0745
34 H 4.006 0.142 -3.855  0.1131
35 H 2.446 -0.198 -4.424  0.0988
36 H 3.238 0.073 -1.796  0.0944
37 C 1.223 -3.421 3.777  -0.0682
38 C -0.265 -3.320 4.055  -0.3193
39 O -0.515 -2.439 5.126  -0.0839
40 H 1.667 -2.419 3.806  0.0665
41 H 1.446 -3.827 2.784  0.0563
42 H 1.725 -4.052 4.512  0.0759
43 H -0.595 -4.287 4.359  0.1006
44 H -0.822 -3.026 3.182  0.0779
45 H -0.359 -1.517 4.883  0.0469
46 C -4.748 -1.732 0.472  -0.0706
47 C -4.657 -0.231 0.497  -0.2723
48 O -3.295 0.272 0.467  -0.1097
49 H -4.286 -2.076 1.389  0.0736
50 H -4.229 -2.079 -0.395  0.0603
51 H -5.820 -2.044 0.422  0.0967
52 H -5.132 0.226 1.349  0.1082
53 H -5.213 0.201 -0.315  0.0901
54 H -2.998 0.151 -0.434  0.0133
55 C 4.304 2.776 0.164  -0.0809
56 C 3.959 1.885 1.296  -0.3502
57 O 5.007 0.971 1.535  -0.0652
58 H 4.414 2.261 -0.779  0.0541
59 H 5.231 3.312 0.298  0.0804
60 H 3.451 3.464 0.048  0.0763
61 H 2.987 1.383 1.089  0.0951
62 H 3.838 2.498 2.197  0.1177
63 H 4.962 0.619 2.419  0.0754
64 C 0.354 0.297 0.096  -0.0939
65 O 0.041 0.345 -1.297  -0.1521
66 H 0.589 1.293 0.472  0.0674
67 H -0.465 -0.196 0.635  0.0710
68 H 1.271 -0.222 0.261  0.0434
69 H 0.855 0.030 -1.764  0.0524
70 C 1.176 0.813 3.810  -0.1320
71 O 0.092 -0.055 3.538  -0.1537
72 H 2.041 0.380 3.291  0.0659
73 H 1.035 1.799 3.347  0.0760
74 H 1.360 0.891 4.879  0.0811
75 H -0.700 0.414 3.242  0.0256
76 C -1.290 -2.820 0.282  -0.1131
77 O -0.117 -3.611 0.084  -0.1070
78 H -1.219 -2.239 1.235  0.0778
79 H -1.313 -2.156 -0.531  0.0487
80 H -2.240 -3.334 0.376  0.0790
81 H -0.247 -4.464 0.482  0.0841
82 C -2.734 1.950 3.207  -0.1283
83 O -1.766 1.404 2.339  -0.1800
84 H -3.286 1.165 3.740  0.0847
85 H -2.223 2.482 3.991  0.0811
86 H -3.520 2.500 2.672  0.0870
87 H -2.154 0.774 1.696  0.0470
88 C 2.821 -2.316 0.220  -0.1577
89 O 2.705 -3.732 0.333  -0.1245
90 H 2.299 -1.792 1.038  0.0689
91 H 3.870 -2.060 0.274  0.0798
92 H 2.388 -2.028 -0.762  0.0589
93 H 1.748 -3.789 0.358  0.0086

Cartesian forces (eV/Å) of the 3 atoms listed first:
1.017 0.678 -0.736
-1.559 -1.387 0.304
-0.172 1.228 -1.017

Total charge = 0
SMILES = CCO.CCO.CCO.CCO.CCO.CCO.CCO.CO.CO.CO.CO.CO
Energy relative to the best compared isomer or geometry (same formula, charge and spin) = 361.9 kJ/mol

***

[3]
Computed, not measured: the molecule C3H7N3O2, with the ωB97M-V functional and the def2-TZVPD basis.

Last column: Löwdin charge in e.
Atoms and positions in Å:
1 H 1.537 0.871 -1.564  0.0368
2 N 1.476 -0.161 -1.516  0.1277
3 C 0.591 -0.404 -0.604  -0.4380
4 C 0.230 -1.828 -0.282  -0.0283
5 N -0.021 0.651 0.067  -0.0648
6 N 0.089 1.936 -0.603  0.0895
7 C -0.984 0.583 1.095  -0.5221
8 O -1.950 1.334 1.171  0.0957
9 O -0.739 -0.355 2.036  0.1176
10 H 0.426 -2.463 -1.153  0.0893
11 H -0.827 -1.923 -0.024  0.0846
12 H 0.849 -2.183 0.546  0.0829
13 H -0.149 2.648 0.097  0.1036
14 H -0.705 1.974 -1.252  0.1090
15 H 0.178 -0.680 1.984  0.1165

Cartesian forces (eV/Å) of the 3 atoms listed first:
0.338 -0.574 -0.194
-1.343 0.132 1.045
1.990 -0.159 -1.755

Total charge = 0
SMILES = [H]/N=C(/C)N(N)C(=O)O
Energy relative to the best compared isomer or geometry (same formula, charge and spin) = 209.9 kJ/mol

***

[4]
Computed, not measured: the molecule CH4O, with the ωB97M-V functional and the def2-TZVPD basis.

Last column: Löwdin charge in e.
Atoms and positions in Å:
1 C -0.507 -0.061 -0.366  -0.2365
2 O 0.596 -0.003 0.433  -0.1236
3 H -0.832 -1.283 -0.594  0.1509
4 H -0.406 0.327 -1.325  0.0318
5 H -1.383 0.416 0.136  0.0763
6 H 0.894 0.929 0.514  0.1011

Cartesian forces (eV/Å) of the 3 atoms listed first:
-3.300 -3.801 0.586
1.793 0.734 0.786
1.039 3.447 0.959

Total charge = 0
SMILES = CO
Energy relative to the best compared isomer or geometry (same formula, charge and spin) = 55.4 kJ/mol

***

[5]
Computed, not measured: a cluster of 2 separate species, CH4NP3 in total, with the ωB97M-V functional and the def2-TZVPD basis.

Last column: Löwdin charge in e.
Atoms and positions in Å:
1 C 3.407 0.485 -0.189  -0.3924
2 N 4.475 0.584 0.175  -0.0857
3 P 0.740 -1.326 0.474  0.3631
4 P 0.029 1.818 0.504  0.4016
5 P 0.705 0.344 -1.012  0.3530
6 H -0.166 -2.156 -0.227  -0.1843
7 H 2.080 -1.727 -0.097  -0.1264
8 H -0.059 2.695 -0.490  -0.2414
9 H -1.408 1.324 0.419  -0.0875

Cartesian forces (eV/Å) of the 3 atoms listed first:
-5.261 -0.014 -1.756
2.824 0.172 0.969
1.522 -0.180 -0.295

Total charge = 0
Energy relative to the best compared isomer or geometry (same formula, charge and spin) = 310.9 kJ/mol

***

[6]
Computed, not measured: the molecule CH2N6O2, with the ωB97M-V functional and the def2-TZVPD basis.

Last column: Löwdin charge in e.
Atoms and positions in Å:
1 N -1.574 0.048 0.251  0.1688
2 C -0.538 0.553 -0.462  -0.4015
3 N -0.579 1.367 -1.447  0.0688
4 N 0.685 1.598 -1.772  -0.0597
5 N 1.535 1.023 -1.079  0.0383
6 N 0.829 0.297 -0.228  -0.0349
7 O 1.275 -0.521 0.906  -0.0203
8 N 1.148 -1.908 0.802  -0.0247
9 O 1.342 -2.416 1.843  0.0838
10 H -2.528 0.172 -0.007  0.1012
11 H -1.595 -0.212 1.193  0.0802

Cartesian forces (eV/Å) of the 3 atoms listed first:
-0.448 -0.404 -0.664
1.135 -1.054 1.998
-1.337 0.201 -0.362

Total charge = 0
SMILES = Nc1nnnn1ON=O
Energy relative to the best compared isomer or geometry (same formula, charge and spin) = 27.9 kJ/mol

***

Max |F|? In order: 5.8, 2.1, 2.7, 5.1, 5.5, 5.0 eV Å⁻¹.
Lowest unoccupied orbital energy? In order: 0.7, 0.5, 0.5, 1.0, -2.7, -0.8 eV.
Molecular weight? In order: 99.05, 482.69, 117.11, 32.04, 122.97, 130.07 g mol⁻¹.